Record 1
ORCA calculation (wB97M-V/def2-TZVPD) on C26H78O13S13 as an isolated structure.

Electronic energy (a.u.): -7189.99752
HOMO energy (eV): -6.2

Each line ends with the Mulliken charge.
Cartesian coordinates (Å):
C 47.1376 23.8151 12.4165  0.34
S 45.5260 23.3161 13.1335  0.44
O 45.1718 22.1544 12.2206  -0.63
C 45.9407 22.7422 14.8470  0.79
H 47.6271 24.6363 12.9402  0.36
H 46.9586 24.2689 11.4418  0.49
H 47.7376 22.9151 12.2816  -0.60
H 46.5900 21.8670 14.8699  0.19
H 45.1876 22.6100 15.6238  0.29
H 46.6305 23.4231 15.3457  0.53
C 45.9362 22.6388 17.6529  0.65
S 44.1001 22.8044 17.8367  0.96
O 43.7014 23.3455 19.2025  -0.74
C 44.0277 24.3305 16.6898  -1.08
H 46.4065 22.1852 18.5253  -0.21
H 46.2877 23.6651 17.7589  0.88
H 46.2952 22.2154 16.7148  -1.52
H 43.9683 24.0479 15.6387  0.35
H 44.7783 25.0737 16.9588  0.30
H 43.0046 24.6573 16.8757  0.54
C 46.2406 22.4486 20.9969  -1.06
S 47.5474 21.2548 20.5470  1.36
O 47.7788 20.3175 21.7417  -0.80
C 46.6464 20.2909 19.2990  -0.42
H 46.0101 23.0786 20.1377  0.25
H 46.5739 22.9202 21.9213  0.53
H 45.3801 21.8325 21.2578  0.35
H 45.7650 19.8386 19.7536  0.94
H 47.1785 19.4849 18.7937  -1.49
H 46.3693 20.9340 18.4637  -0.50
C 52.2744 15.1231 16.8524  -1.03
S 51.4461 15.9747 15.3667  0.57
O 50.4670 17.1076 15.8154  -1.22
C 52.9275 16.8269 14.7792  -1.06
H 52.7742 15.9104 17.4167  0.42
H 52.9627 14.3257 16.5722  0.45
H 51.6141 14.6857 17.6012  0.32
H 53.6372 16.0377 14.5307  0.56
H 53.2057 17.4635 15.6191  0.61
H 52.7357 17.4518 13.9069  -0.07
C 51.8859 19.2615 15.8489  -1.33
S 52.1519 21.0314 16.4753  -0.08
O 50.7501 21.6356 16.5809  -0.47
C 52.6440 20.6481 18.1962  -1.06
H 51.5014 19.2604 14.8289  0.38
H 51.2087 18.7925 16.5627  0.83
H 52.7974 18.6640 15.8632  0.72
H 53.4254 19.8887 18.2255  0.43
H 51.7576 20.3268 18.7431  -0.54
H 52.9368 21.5204 18.7806  0.65
C 51.5881 17.3703 12.6405  0.05
S 50.7467 19.0161 12.4603  0.91
O 50.9813 19.4837 11.0097  -0.84
C 49.0262 18.3253 12.6385  -1.50
H 52.6561 17.5510 12.7626  0.62
H 51.2478 16.6497 11.8969  0.57
H 51.2008 16.8812 13.5343  -0.47
H 48.2454 19.0385 12.3743  0.63
H 48.7599 18.0932 13.6697  0.79
H 48.8435 17.4106 12.0746  0.88
C 47.4414 20.6343 16.7862  -1.28
S 49.0729 19.9362 17.2787  2.65
O 48.8043 19.0324 18.4654  -1.05
C 49.2539 18.6608 15.8811  0.38
H 47.5748 21.1430 15.8314  -1.91
H 47.0805 21.3297 17.5440  0.30
H 46.7029 19.8379 16.6939  1.29
H 48.3748 18.0542 15.6633  -0.44
H 50.0044 17.9764 16.2767  -0.33
H 49.7408 19.0626 14.9925  -0.06
C 43.4970 17.7405 17.7035  -1.03
S 44.2896 19.2362 18.3708  0.43
O 45.6439 19.3346 17.6859  0.30
C 43.1768 20.3616 17.4219  -0.99
H 42.6595 17.4817 18.3514  0.51
H 44.1666 16.8969 17.8713  0.68
H 43.2964 17.9475 16.6523  0.39
H 43.4485 21.3100 17.8854  -0.11
H 42.1276 20.2435 17.6929  0.55
H 43.3671 20.2797 16.3518  0.47
C 49.0853 16.0997 14.7305  0.08
S 48.2495 14.4117 14.8374  0.18
O 48.4236 13.8717 16.2735  -0.58
C 46.5219 15.0660 14.6950  -0.57
H 48.4622 16.8415 15.2301  -0.76
H 49.3326 16.4219 13.7189  0.81
H 50.0425 16.0414 15.2486  -0.94
H 46.4654 15.8996 13.9950  0.26
H 46.2100 15.3876 15.6887  0.05
H 45.7578 14.3269 14.4542  0.49
C 49.0153 16.2268 17.6816  1.36
S 47.4123 15.3305 17.5639  0.24
O 46.9181 14.9791 18.9962  -0.62
C 46.4296 16.8844 17.1670  -1.56
H 48.7503 17.1018 18.2751  -2.23
H 49.5482 16.4614 16.7602  0.55
H 49.7351 15.6578 18.2700  0.66
H 46.5473 17.7266 17.8489  -0.90
H 45.3576 16.6894 17.1382  0.63
H 46.7051 17.2436 16.1754  0.69
C 48.8132 21.3545 12.2025  -1.51
S 48.1976 21.1356 13.9283  0.67
O 47.7995 19.6785 14.0418  -0.77
C 49.8733 21.2691 14.7681  -0.34
H 49.3164 20.4218 11.9476  -0.15
H 49.6310 22.0751 12.1930  0.49
H 48.1145 21.5519 11.3895  0.20
H 49.6847 21.1396 15.8338  -0.59
H 50.3480 22.2156 14.5097  1.07
H 50.5619 20.4411 14.5996  -0.50
C 50.2906 22.8082 20.8666  -1.01
S 51.0671 22.0278 19.4343  0.62
O 52.3815 21.7512 20.1057  -0.73
C 50.1589 20.4145 19.6123  -1.28
H 50.6170 22.2161 21.7216  0.36
H 49.2040 22.7498 20.8051  0.05
H 50.7567 23.7816 21.0191  0.53
H 50.0476 20.0264 20.6248  0.84
H 50.4808 19.5261 19.0690  0.89
H 49.1487 20.4465 19.2042  -0.20
C 46.5190 17.4127 19.9105  -0.46
S 47.3998 18.0581 21.4241  0.37
O 47.3968 16.9429 22.4015  -0.80
C 49.1075 18.1931 20.8501  -0.37
H 46.5164 18.2160 19.1737  0.70
H 45.5182 17.0434 20.1343  0.30
H 47.0385 16.5754 19.4444  -0.16
H 49.6757 18.5407 21.7129  0.74
H 49.2364 18.7799 19.9406  -0.25
H 49.5241 17.1987 20.6891  0.50



Record 2
ORCA calculation (wB97M-V/def2-TZVPD) on a 13-piece molecular cluster, C26H78O26 overall.

Electronic energy (a.u.): -2993.46408
HOMO energy (eV): -9.6

Each line ends with the Mulliken charge.
Cartesian coordinates (Å):
C 4.3499 1.5976 -1.0240  -0.70
C 4.0816 0.1755 -1.4692  0.87
O 4.0578 0.1725 -2.8981  -0.73
O 3.9685 1.8290 0.3214  -0.45
H 3.8790 2.3090 -1.7166  0.26
H 5.4096 1.8335 -1.2003  0.38
H 3.1618 -0.2473 -1.0635  -0.62
H 4.9150 -0.4657 -1.1612  0.26
H 3.3994 -0.5027 -3.1255  0.19
H 3.9279 2.7806 0.4477  0.26
C -3.6044 6.0155 -1.0435  -0.78
C -3.3812 4.5227 -0.8591  0.89
O -4.1970 3.7989 -1.7432  -0.57
O -2.6612 6.7240 -0.2372  -0.48
H -4.6368 6.2145 -0.7249  0.34
H -3.6252 6.3507 -2.0867  0.40
H -3.5798 4.2599 0.1821  -0.20
H -2.3175 4.2641 -0.9466  -0.30
H -3.8470 3.8315 -2.6389  0.39
H -2.6654 7.6422 -0.5234  0.27
C -0.9964 0.9791 -3.0946  0.71
C -0.7127 2.4609 -3.0100  -0.16
O -1.7559 3.1470 -3.7180  -0.60
O -2.1979 0.6403 -2.3930  -0.53
H -0.1399 0.4269 -2.7196  -1.06
H -1.1915 0.7249 -4.1423  0.64
H 0.2541 2.6685 -3.4787  0.42
H -0.7530 2.7866 -1.9737  0.01
H -1.5268 4.0645 -3.8826  0.34
H -2.8916 1.1490 -2.8281  0.29
C -1.9220 -1.0481 4.3754  0.55
C -1.9897 -1.0526 5.8748  -0.56
O -3.3155 -0.7028 6.2780  -0.52
O -0.5465 -1.1863 4.0004  -0.62
H -2.2503 -0.0920 3.9474  -0.25
H -2.5912 -1.7590 3.8745  -0.06
H -1.2794 -0.3146 6.2543  0.26
H -1.7250 -2.0509 6.2384  0.31
H -3.3442 -0.8373 7.2293  0.31
H -0.4705 -0.7806 3.1294  0.23
C -4.3291 1.3430 1.4861  -0.10
C -3.7629 1.1070 0.1034  0.81
O -3.2944 -0.2475 0.1004  -0.45
O -5.5244 0.5961 1.7060  -0.61
H -4.5351 2.4021 1.6424  0.21
H -3.5959 0.9926 2.2212  -0.10
H -2.9000 1.7508 -0.0810  -0.58
H -4.5038 1.3404 -0.6653  0.25
H -2.6889 -0.3141 -0.6574  0.05
H -5.3362 -0.2759 1.3396  0.37
C -3.5308 -4.4964 1.7408  -0.31
C -3.3135 -4.4583 0.2417  -0.51
O -2.2484 -3.5600 -0.0476  -0.23
O -2.3427 -5.0459 2.3076  -0.43
H -4.4235 -5.0987 1.9423  0.38
H -3.6595 -3.4751 2.1078  0.10
H -4.2352 -4.1571 -0.2596  0.42
H -3.0809 -5.4474 -0.1710  0.23
H -1.6334 -3.7062 0.6838  0.06
H -2.3158 -4.8194 3.2417  0.28
C 0.1048 5.6101 -1.0737  0.28
C 1.4656 6.0365 -1.5918  -0.84
O 2.3053 6.4201 -0.5017  -0.53
O 0.2327 4.5761 -0.1293  -0.14
H -0.5306 5.2737 -1.8944  0.03
H -0.3676 6.4756 -0.6073  0.08
H 1.4096 6.8938 -2.2681  0.42
H 1.9340 5.1946 -2.1041  0.30
H 2.0370 7.2965 -0.2095  0.33
H 1.0363 4.7230 0.3893  0.20
C 4.0473 -2.6104 2.4581  -0.69
C 3.2855 -1.4255 1.9178  1.29
O 2.3698 -0.9131 2.8712  -0.57
O 3.2146 -3.7145 2.8444  -0.61
H 4.7423 -2.3997 3.2735  0.38
H 4.6567 -3.0041 1.6393  0.17
H 2.7544 -1.7069 1.0087  -0.75
H 4.0564 -0.6772 1.7011  0.17
H 1.4752 -0.9554 2.5243  0.12
H 2.6177 -3.3902 3.5311  0.31
C 0.6651 0.7702 -0.0229  0.05
C 0.2312 -0.6518 -0.2354  0.48
O -0.4730 -1.1343 0.9384  1.07
O -0.4592 1.6197 0.0750  0.25
H 1.2962 1.0192 -0.8956  0.28
H 1.3689 0.9329 0.8011  0.48
H 1.0287 -1.3600 -0.4637  -1.71
H -0.4867 -0.7983 -1.0470  0.30
H -1.3796 -0.8496 0.7501  -0.20
H -0.1846 2.5079 -0.1664  -0.69
C -1.0894 4.2819 3.9722  -0.60
C -1.7926 4.5050 2.6740  0.59
O -1.7767 5.9061 2.3843  -0.67
O 0.2798 4.6953 3.9172  -0.54
H -1.0973 3.2275 4.2572  0.27
H -1.5693 4.8028 4.8100  0.32
H -2.8257 4.1393 2.7389  0.12
H -1.2569 3.9923 1.8788  -0.14
H -1.9628 6.0463 1.4401  0.28
H 0.2642 5.4858 3.3624  0.35
C 0.1301 -6.2003 0.0919  -0.61
C 0.8198 -4.9695 0.6928  0.79
O 2.2189 -5.2086 0.7997  -0.63
O 0.7563 -6.7347 -1.0569  -0.52
H -0.9225 -5.9629 -0.0797  -0.01
H 0.1600 -6.9755 0.8598  0.41
H 0.3677 -4.9035 1.6851  0.49
H 0.5864 -4.1115 0.0497  -0.34
H 2.5026 -4.6950 1.5846  0.35
H 0.5185 -6.1830 -1.8096  0.31
C 2.1336 -2.3408 -5.2987  -0.49
C 1.2460 -1.6355 -4.3010  -0.46
O 1.9032 -1.5650 -3.0195  0.49
O 1.9617 -3.7469 -5.1441  -0.55
H 3.1667 -2.0660 -5.0642  0.26
H 1.8936 -2.0465 -6.3255  0.41
H 0.2671 -2.1107 -4.1948  0.45
H 1.0487 -0.6077 -4.6073  0.28
H 1.8679 -2.4757 -2.6923  -0.26
H 2.6488 -4.2003 -5.6404  0.31
C 4.0407 -5.0304 -2.3409  -0.50
C 4.3103 -3.7130 -1.6376  -0.56
O 3.1739 -3.1757 -0.9591  0.27
O 3.8211 -6.0884 -1.4369  -0.62
H 4.8379 -5.2698 -3.0452  0.41
H 3.1434 -4.9264 -2.9747  0.19
H 4.7215 -2.9347 -2.2827  0.45
H 5.1067 -3.9412 -0.9142  0.26
H 2.7632 -3.9457 -0.5313  -0.30
H 3.1440 -5.8359 -0.7883  0.27